Molecular formula: C24H33BClN2O2OsP
Method: DFT, wB97M-V/def2-TZVPD

```
! RIJCOSX wB97M-V def2-TZVPD def2/J DEFGRID3
* xyz 2 5
H 11.6104 8.5356 5.1659
H 20.5029 8.4657 5.1036
P 19.1397 8.2180 7.1256
H 21.2908 7.2285 7.5113
O 13.9274 7.7546 8.7734
H 12.5005 4.2970 7.5145
C 16.6624 10.2202 9.3100
H 16.7600 9.4562 10.0997
H 9.5734 7.6841 10.8951
H 15.9961 12.0689 5.4901
H 8.0862 6.7408 10.7590
H 17.6174 11.3667 5.3887
C 16.8026 6.0206 7.1764
C 15.3244 5.6868 5.2157
C 8.1898 6.3080 8.0129
H 16.2086 10.2850 5.2731
H 16.5800 13.0342 7.7515
B 14.8026 8.0674 7.6579
Os 16.9388 8.0792 7.3512
H 11.4407 7.2245 10.0192
H 19.7505 9.8486 8.8626
H 14.7984 4.7702 8.4682
C 10.2363 7.6877 8.2379
C 19.9623 9.7315 7.7779
C 13.0518 4.9035 5.4904
H 7.9197 6.6425 7.0010
N 16.5871 12.0702 8.0602
O 13.9320 8.4048 6.6001
H 19.6316 10.6391 7.2511
H 16.9064 5.5979 8.1845
C 11.4660 8.3295 6.2331
H 21.0442 9.6318 7.6356
H 8.6707 9.5242 9.2920
C 12.6201 8.1866 6.9774
C 14.5549 4.9696 7.4156
N 16.6228 9.8721 7.9137
H 19.2572 7.2035 4.9101
C 11.4134 7.5166 8.9715
C 16.5889 11.0185 7.2203
H 20.0404 5.9415 7.4407
H 20.2019 6.9811 8.8711
H 7.2529 6.0093 8.5524
C 8.1070 8.7357 8.7709
H 16.1502 6.0695 4.6207
C 14.1046 5.3727 4.6685
C 13.3084 4.6733 6.8677
C 19.4532 8.2085 5.3043
H 9.2903 8.2230 6.4285
C 16.6249 11.5623 9.3891
C 20.2560 6.9632 7.7805
C 15.5206 5.5508 6.6013
C 12.6093 7.8074 8.3325
C 8.8904 7.4197 8.8388
C 9.0617 6.9225 10.2802
H 9.6271 5.9876 10.3443
H 18.8093 8.9205 4.7594
H 7.9630 9.0496 7.7123
H 16.5984 12.2060 10.2885
H 17.6027 5.6208 6.5497
H 8.8541 5.4335 7.9190
H 7.1185 8.6337 9.2305
H 13.8864 5.4994 3.5991
C 10.2794 8.1225 6.8980
C 16.6009 11.2033 5.7478
Cl 11.4936 4.7066 4.8349
*
```

Output
Molecular weight: 649.0 g mol⁻¹
⟨S²⟩: 6.03
Frontier orbital gap (spin up / spin down): 8.2 / 4.2 eV
Largest force on an atom: 5.335 eV Å⁻¹
E_LUMO (spin up / spin down): -5.022 / -8.899 eV
HOMO (spin up / spin down): -13.22 / -13.13 eV

Atom charges from the natural (NBO) analysis, given in e for atoms 1 to 6:
1 H 0.2684
2 H 0.2594
3 P 0.9198
4 H 0.2588
5 O -0.6727
6 H 0.2378

=====

Molecular formula: C5H13N
Method: DFT, wB97M-V/def2-TZVPD

```
! RIJCOSX wB97M-V def2-TZVPD def2/J DEFGRID3
* xyz 0 1
H 2.9978 -0.8986 -1.1818
H -2.7773 1.5110 2.0773
C -1.7946 1.1642 2.7339
H -0.5359 2.0759 0.5247
H -0.0607 0.1806 -0.0048
H -1.3253 2.0698 3.2926
H 1.5777 -1.7146 -3.8206
C 2.8393 -1.2111 -2.2300
H -2.3547 0.5289 3.4137
C 1.6141 -1.3545 -2.7808
H 3.7200 -1.1641 -2.7918
H 0.3867 -1.1108 -1.1071
C -0.6423 1.0331 0.4751
H 0.0811 0.3497 2.4484
N 0.4293 -1.0619 -2.0734
C -0.8710 0.4152 1.8762
H -1.5232 1.0673 -0.1604
H -0.4560 -1.2547 -2.5638
H -1.3049 -0.6254 1.8727
*
```

Output
Molecular weight: 87.2 g mol⁻¹
Energy above the lowest of the compared OMol25 structures with the same formula, charge and spin: 59.5 kcal/mol
Frontier orbital gap: 9.2 eV
Largest force on an atom: 4.637 eV Å⁻¹
E_LUMO: 1.038 eV
HOMO: -8.13 eV

Atom charges from the natural (NBO) analysis, given in e for atoms 1 to 6:
1 H 0.1848
2 H 0.1855
3 C -0.6015
4 H 0.2279
5 H 0.2095
6 H 0.2083

=====

Molecular formula: C3H10O3
Method: DFT, wB97M-V/def2-TZVPD

```
! RIJCOSX wB97M-V def2-TZVPD def2/J DEFGRID3
* xyz 0 1
H -0.9731 0.7432 0.0333
H 0.0577 -0.5752 -2.7553
H 1.0240 -2.1000 -1.6339
H -1.1713 -0.0447 2.2714
C -1.0949 0.6685 -1.0672
O 0.9802 -1.2995 0.3429
H -2.2312 0.7369 -1.3564
H 1.3389 0.6123 0.7793
O -1.3115 -0.9795 2.5355
C 0.6895 -1.3117 -0.9195
H -0.3884 1.6028 -1.3288
O 1.1334 1.0846 1.8054
C -0.2519 -0.5140 -1.6197
H -0.7502 -1.4132 1.8635
H 1.5552 1.9134 1.3261
H 1.3936 0.8762 -0.2765
*
```

Output
Molecular weight: 94.1 g mol⁻¹
Energy above the lowest of the compared OMol25 structures with the same formula, charge and spin: 190.9 kcal/mol
Frontier orbital gap: 5.1 eV
Largest force on an atom: 5.538 eV Å⁻¹
E_LUMO: -3.817 eV
HOMO: -8.89 eV

Atom charges from the natural (NBO) analysis, given in e for atoms 1 to 6:
1 H 0.2467
2 H 0.2196
3 H 0.1534
4 H 0.4669
5 C -0.7200
6 O -0.5917

=====

Molecular formula: C27H28F3N2O2PS2SbSr
Method: DFT, wB97M-V/def2-TZVPD

```
! RIJCOSX wB97M-V def2-TZVPD def2/J DEFGRID3
* xyz 0 2
C -3.5018 -0.7714 3.2843
H -4.2474 1.8397 -5.3783
H 3.8577 3.5927 -2.6026
C 1.3782 -3.2361 1.1661
H -1.3502 1.2076 5.3960
H 0.4537 -0.6079 -6.0091
H -3.6245 -0.2587 -6.6464
Sr -0.4565 1.2652 -1.8664
H 1.3568 -3.6633 0.1720
H -5.8196 1.1283 -5.0178
C -0.4515 0.5219 -4.4290
C -2.1675 1.1146 1.7536
H 0.9116 -1.2502 0.5440
C -0.2602 1.1809 7.2293
C -3.5205 0.8962 1.5284
H 1.4301 -1.8220 4.7612
H -1.6331 1.8428 1.1524
C 1.1378 -1.3558 2.6806
S -2.6918 2.5167 -2.9922
H -1.1133 1.4051 7.8559
O -1.8376 0.2698 -4.7400
C -1.4644 0.4027 2.7222
H -4.0672 1.4324 0.7637
C -4.6646 0.0091 -6.4663
F 1.1038 1.1104 9.1401
C 2.1058 0.7222 7.0524
F 1.9102 -5.3480 2.0431
C 5.5145 0.0054 -2.6175
C 1.6580 -4.0401 2.2514
C 1.9685 0.6168 5.6752
C -4.1589 -0.0434 2.3082
C 1.6876 -3.5521 3.5414
N 3.2209 2.8462 -2.8294
H 4.8810 -2.0577 -2.3892
C 3.7019 1.5674 -2.6805
C -2.1482 -0.5450 3.4821
Sb 0.6406 0.7296 2.8885
H -5.2438 -0.9036 -6.3314
C -0.3765 1.0658 5.8493
C 3.2530 -0.6707 -2.4418
H -0.2540 -0.2153 -3.6139
S -2.4493 -0.7329 -2.0026
C 4.5819 -1.0235 -2.4758
C 0.7280 0.7697 5.0554
C 1.1260 -1.8913 1.3928
C 1.4208 -2.2038 3.7478
O -4.2709 0.2058 -4.0782
H 1.9109 -4.2203 4.3628
H 2.2831 3.0028 -2.4776
H 3.0622 0.5985 7.5429
H 0.2577 1.1167 -6.3581
F -5.4707 -0.2704 2.1101
P -2.8640 0.5610 -3.4665
H -0.5155 1.5826 -4.0682
C -4.7825 0.8990 -5.2522
H -4.0490 -1.5040 3.8629
H 6.5739 -0.2144 -2.6460
H 2.4882 -1.4323 -2.3233
H 2.8524 0.4051 5.0820
H 5.7809 2.1243 -2.8225
H 1.5118 0.5793 -5.2216
C 5.0816 1.3043 -2.7195
C 0.5002 0.3932 -5.5811
H -1.6221 -1.1257 4.2315
H -5.0452 0.5372 -7.3423
C 0.9818 1.0025 7.8023
N 2.8090 0.5883 -2.5445
*
```

Output
Molecular weight: 774.0 g mol⁻¹
⟨S²⟩: 0.75
Energy above the lowest of the compared OMol25 structures with the same formula, charge and spin: 8.2 kcal/mol
Frontier orbital gap (spin up / spin down): 4.3 / 8.3 eV
Largest force on an atom: 3.325 eV Å⁻¹
E_LUMO (spin up / spin down): 0.301 / -0.311 eV
HOMO (spin up / spin down): -3.99 / -8.60 eV

Atom charges from the natural (NBO) analysis, given in e for atoms 1 to 6:
1 C -0.2830
2 H 0.1958
3 H 0.3861
4 C -0.2863
5 H 0.2258
6 H 0.2264

=====

Molecular formula: C3H13N4O
Method: DFT, wB97M-V/def2-TZVPD

```
! RIJCOSX wB97M-V def2-TZVPD def2/J DEFGRID3
* xyz 1 1
H 1.8454 -0.0147 1.5434
C -0.4413 2.1390 0.8541
H -0.0596 -0.4475 -2.3471
H -0.2231 4.0654 0.2809
C -0.2782 -1.9870 -1.0601
C 0.9671 1.7011 1.1650
H -0.6133 -3.2594 0.4744
N -0.1431 -2.4168 0.1865
H -1.4781 3.8791 1.2539
H -0.8310 -3.7717 -1.7557
N -0.8553 -2.7919 -1.9870
H -1.1352 1.6097 1.5133
N -0.5135 3.5790 1.1286
O 1.0757 0.2557 1.0198
N 0.1405 -0.7836 -1.4246
H 1.1812 2.0729 2.1677
H 0.4219 -0.1492 -0.6609
H 0.2036 -1.7642 0.8810
H -0.7314 1.9039 -0.1772
H -0.6875 -2.5592 -2.9566
H 1.6976 2.1304 0.4758
*
```

Output
Molecular weight: 121.2 g mol⁻¹
Energy above the lowest of the compared OMol25 structures with the same formula, charge and spin: 3.5 kcal/mol
Frontier orbital gap: 9.7 eV
Largest force on an atom: 1.018 eV Å⁻¹
E_LUMO: -2.925 eV
HOMO: -12.65 eV

Atom charges from the natural (NBO) analysis, given in e for atoms 1 to 6:
1 H 0.5015
2 C -0.2453
3 H 0.4197
4 H 0.3573
5 C 0.6786
6 C -0.0785

=====

Molecular formula: C5H9NO
Method: DFT, wB97M-V/def2-TZVPD

```
! RIJCOSX wB97M-V def2-TZVPD def2/J DEFGRID3
* xyz 0 1
H -0.0801 -0.1747 -2.1697
H -1.7768 -0.5217 1.2571
H 2.7661 -0.5966 -0.5544
C -2.2193 -0.1755 0.3127
N -1.1506 0.5173 -0.3794
H 2.7251 0.3524 0.9439
H -2.5617 -1.0400 -0.2552
C 0.9572 0.4692 -0.2826
H 1.8466 -1.1878 0.8397
H -0.2076 -1.3467 -0.8279
C 2.1347 -0.2878 0.2844
C -0.2013 0.9638 0.5618
H -3.0345 0.5099 0.5368
H 1.2841 1.3488 -0.8373
O -0.3587 1.4499 1.6522
C -0.1232 -0.2805 -1.0821
*
```

Output
Molecular weight: 99.1 g mol⁻¹
Energy above the lowest of the compared OMol25 structures with the same formula, charge and spin: 31.7 kcal/mol
Frontier orbital gap: 10.4 eV
Largest force on an atom: 0.671 eV Å⁻¹
E_LUMO: 0.892 eV
HOMO: -9.49 eV

Atom charges from the natural (NBO) analysis, given in e for atoms 1 to 6:
1 H 0.1989
2 H 0.1900
3 H 0.2144
4 C -0.4229
5 N -0.4405
6 H 0.2264